(1)
The following is a DFT calculation (the ωB97M-V functional and the def2-TZVPD basis) of 4 unconnected molecules or ions with the total composition C20H25BrF3IO15.

The SMILES is C[C@@H]1C(=O)O[C@H](CC(=O)Br)[C@@]1(I)COCOCCO.O=C1OC[C@@H](F)O1.O=C1OC[C@@H](F)O1.O=C1OC[C@@H](F)O1. As for the HOMO energy: -9.370 eV.

ORCA input file:
```
! wB97M-V def2-TZVPD RIJCOSX def2/J DEFGRID3
* xyz 0 1
C -2.919 0.471 1.486
C -1.702 1.198 0.893
C -2.265 2.054 -0.221
O -2.918 3.060 -0.143
O -1.968 1.479 -1.420
C -0.684 0.868 -1.260
C -0.306 -0.021 -2.439
C -1.064 -1.293 -2.742
O -0.547 -2.317 -3.056
Br -2.994 -1.141 -2.894
C -0.547 0.397 0.206
I -0.818 -1.733 0.513
C 0.839 0.813 0.774
O 1.667 -0.293 1.011
C 2.717 -0.115 1.934
O 2.910 -1.342 2.566
C 4.119 -1.992 2.223
C 4.163 -3.387 2.852
O 2.866 -3.948 3.004
H -3.658 1.226 1.769
H -3.388 -0.183 0.751
H -2.651 -0.092 2.379
H -1.334 1.867 1.674
H 0.034 1.698 -1.336
H -0.425 0.607 -3.332
H 0.750 -0.294 -2.373
H 1.329 1.458 0.035
H 0.679 1.374 1.702
H 3.624 0.185 1.390
H 2.465 0.644 2.681
H 4.976 -1.409 2.588
H 4.214 -2.065 1.130
H 4.639 -3.342 3.837
H 4.777 -4.035 2.220
H 2.816 -4.749 2.475
O 3.241 3.209 0.215
C 2.848 3.800 1.162
O 2.660 5.134 1.228
C 2.026 5.446 2.474
C 2.394 4.246 3.320
F 1.419 3.914 4.198
O 2.514 3.216 2.351
H 0.946 5.502 2.332
H 2.399 6.389 2.862
H 3.337 4.340 3.859
O 3.011 -5.764 -0.372
C 2.685 -5.545 -1.488
O 2.379 -4.326 -1.984
C 2.184 -4.437 -3.396
C 1.859 -5.907 -3.550
F 2.331 -6.425 -4.709
O 2.550 -6.491 -2.460
H 3.113 -4.191 -3.913
H 1.388 -3.772 -3.717
H 0.798 -6.147 -3.467
O -8.956 2.593 -2.727
C -7.899 2.449 -2.218
O -6.844 3.284 -2.361
C -5.807 2.866 -1.466
C -6.156 1.411 -1.244
F -5.848 0.987 0.008
O -7.560 1.402 -1.410
H -5.876 3.429 -0.534
H -4.827 3.018 -1.908
H -5.707 0.722 -1.962
*
```

Here are the natural (NBO) charges for atoms 1 to 5, given in e:
1 C -0.6005
2 C -0.3778
3 C 0.8121
4 O -0.5673
5 O -0.5083



(2)
The following is a DFT calculation (the ωB97M-V functional and the def2-TZVPD basis) of a molecular structure, F2H2InNO6S2.

For the energy above the lowest of the compared OMol25 structures with the same formula, charge and spin, the calculation gives 63.25 kcal/mol. As for the HOMO energy: -10.727 eV.

ORCA input file:
```
! wB97M-V def2-TZVPD RIJCOSX def2/J DEFGRID3
* xyz 0 1
In 5.906 -11.487 12.341
O 6.054 -13.912 13.994
H 5.405 -14.642 13.970
O 7.660 -9.327 11.580
H 7.386 -8.473 11.966
N 3.220 -11.784 11.384
S 1.875 -12.209 12.348
O 0.931 -13.204 11.869
O 1.383 -11.166 13.252
F 2.650 -13.154 13.396
S 2.270 -11.068 10.409
O 1.426 -9.951 10.823
O 1.797 -11.893 9.278
F 3.434 -10.263 9.621
*
```

Here are the natural (NBO) charges for atoms 1 to 5, given in e:
1 In 1.4413
2 O -0.7274
3 H 0.4560
4 O -0.7580
5 H 0.4482



(3)
The following is a DFT calculation (the ωB97M-V functional and the def2-TZVPD basis) of 2 unconnected molecules or ions with the total composition C2HCl5Si.

Its expectation value of S² is 2.01. As for the HOMO energy (alpha / beta): -6.965 / -9.822 eV.

ORCA input file:
```
! wB97M-V def2-TZVPD RIJCOSX def2/J DEFGRID3
* xyz 0 3
C 0.237 -0.592 0.488
C 0.732 -1.431 -0.386
Si 0.901 -0.502 -3.076
Cl 0.166 -0.903 2.208
Cl 1.444 -2.932 -0.123
Cl 1.599 -2.083 -4.063
Cl -1.000 -0.070 -3.523
Cl 2.095 1.089 -3.149
H -0.177 0.360 0.203
*
```

Here are the natural (NBO) charges for atoms 1 to 5, given in e:
1 C -0.3567
2 C 0.0013
3 Si 1.0598
4 Cl 0.0037
5 Cl 0.1056



(4)
The following is a DFT calculation (the ωB97M-V functional and the def2-TZVPD basis) of 2 unconnected molecules or ions with the total composition C6H10OSSi.

For the energy above the lowest of the compared OMol25 structures with the same formula, charge and spin, the calculation gives 127.16 kcal/mol. As for the HOMO energy: -7.826 eV.

ORCA input file:
```
! wB97M-V def2-TZVPD RIJCOSX def2/J DEFGRID3
* xyz 0 1
C 1.773 1.752 -0.396
C 3.060 1.732 -0.755
C 1.096 0.411 -0.513
C 1.838 -0.454 -1.207
C -2.632 1.046 0.382
C -1.265 -1.758 1.748
O 1.680 -1.750 -1.534
Si -1.758 -0.750 0.166
S 3.552 0.299 -1.552
H 1.155 2.469 0.040
H 3.700 2.516 -0.676
H -2.276 1.607 -0.358
H -3.621 0.857 0.314
H -2.265 1.378 1.351
H -0.828 -0.995 2.575
H -2.128 -2.129 2.057
H -0.475 -2.431 1.459
H 1.871 -2.095 -2.422
H -2.479 -1.705 -0.677
*
```

Here are the natural (NBO) charges for atoms 1 to 5, given in e:
1 C -0.2955
2 C -0.4052
3 C -0.2640
4 C 0.0946
5 C -0.9968



Number 1: DFT total energy -5077.01528 hartree. Number 2: DFT total energy -1693.25696 hartree. Number 3: DFT total energy -2667.23608 hartree. Number 4: DFT total energy -997.34217 hartree.